P:
Molecular formula: C3H6O2
Method: DFT, wB97M-V/def2-TZVPD

## Properties
* LUMO energy: 0.0319 Eh
* net charge: 0
* SMILES: OC[C@H]1CO1

Each atom is followed by the atoms it is bonded to, with distances in Å.
Element x y z (Å)
1 O -1.636 -0.440 -0.308  C2 1.413, H6 0.969
2 C -0.978 0.741 0.102  O1 1.413, C3 1.517, H7 1.096, H8 1.099
3 C 0.519 0.598 0.305  C2 1.517, C4 1.465, O5 1.692, H9 1.218
4 C 1.042 -0.761 0.462  C3 1.465, O5 1.425, H10 1.085, H11 1.087
5 O 1.186 -0.380 -0.904  C3 1.692, C4 1.425
6 H -1.192 -0.732 -1.119  O1 0.969
7 H -1.164 1.566 -0.595  C2 1.096
8 H -1.438 1.029 1.058  C2 1.099
9 H 1.378 0.884 -0.510  C3 1.218
10 H 0.324 -1.575 0.488  C4 1.085
11 H 1.959 -0.930 1.021  C4 1.087

So, what does the natural (NBO) scheme give us? The charges, in e, come out as:
1 O -0.71
2 C -0.13
3 C -0.08
4 C -0.14
5 O -0.56
6 H 0.47
7 H 0.18
8 H 0.20
9 H 0.37
10 H 0.21
11 H 0.18

Q:
Molecular formula: C3H6O2
Method: DFT, wB97M-V/def2-TZVPD

## Properties
* LUMO energy: 0.0338 Eh
* net charge: 0
* SMILES: CC(=O)CO

Each atom is followed by the atoms it is bonded to, with distances in Å.
Element x y z (Å)
1 C -1.522 0.069 -0.116  C2 1.511, H6 1.094, H7 1.091, H8 1.096
2 C -0.184 -0.302 0.480  C1 1.511, O3 1.215, C4 1.531
3 O -0.061 -0.479 1.676  C2 1.215
4 C 1.084 -0.296 -0.378  C2 1.531, O5 1.416, H9 1.093, H10 1.101
5 O 1.753 0.922 -0.104  C4 1.416, H11 0.969
6 H -2.288 -0.636 0.222  C1 1.094
7 H -1.510 0.116 -1.206  C1 1.091
8 H -1.796 1.056 0.274  C1 1.096
9 H 0.883 -0.311 -1.452  C4 1.093
10 H 1.700 -1.171 -0.119  C4 1.101
11 H 1.833 0.973 0.860  O5 0.969

So, what does the natural (NBO) scheme give us? The charges, in e, come out as:
1 C -0.73
2 C 0.57
3 O -0.54
4 C -0.16
5 O -0.70
6 H 0.24
7 H 0.22
8 H 0.25
9 H 0.18
10 H 0.18
11 H 0.48

Q is favored, and the nearest alternative lies 3.739 eV above it.

P:
Molecular formula: C3H6O2
Method: DFT, wB97M-V/def2-TZVPD

## Properties
* LUMO energy: 0.0298 Eh
* net charge: 0
* SMILES: COC(C)=O

Each atom is followed by the atoms it is bonded to, with distances in Å.
Element x y z (Å)
1 C -1.086 0.476 0.573  C2 1.505, H4 1.096, H5 1.077, H6 1.271
2 C -0.366 0.740 -0.722  C1 1.505, O10 1.155, O11 1.440
3 C 1.249 -0.985 -0.032  H7 0.884, H8 1.028, H9 1.200, O11 1.488
4 H -0.375 0.665 1.384  C1 1.096
5 H -1.682 -0.418 0.642  C1 1.077
6 H -1.877 1.451 0.375  C1 1.271
7 H 0.649 -1.482 0.388  C3 0.884
8 H 1.844 -1.678 -0.504  C3 1.028
9 H 1.707 0.002 0.474  C3 1.200
10 O -0.488 1.624 -1.455  C2 1.155
11 O 0.425 -0.396 -1.122  C2 1.440, C3 1.488

So, what does the natural (NBO) scheme give us? The charges, in e, come out as:
1 C -0.76
2 C 0.80
3 C -0.20
4 H 0.24
5 H 0.25
6 H 0.24
7 H 0.14
8 H 0.20
9 H 0.18
10 O -0.52
11 O -0.57

Q:
Molecular formula: C3H6O2
Method: DFT, wB97M-V/def2-TZVPD

## Properties
* LUMO energy: 0.0293 Eh
* net charge: 0
* SMILES: O=CCCO

Each atom is followed by the atoms it is bonded to, with distances in Å.
Element x y z (Å)
1 O -1.325 0.733 -0.634  C2 1.418, H6 0.964
2 C -0.906 -0.251 0.298  O1 1.418, C3 1.524, H7 1.100, H8 1.100
3 C 0.490 -0.700 -0.119  C2 1.524, C4 1.515, H9 1.096, H10 1.095
4 C 1.393 0.516 -0.162  C3 1.515, O5 1.209, H11 1.109
5 O 1.836 1.030 0.839  C4 1.209
6 H -1.985 1.292 -0.209  O1 0.964
7 H -1.590 -1.113 0.308  C2 1.100
8 H -0.857 0.155 1.319  C2 1.100
9 H 0.455 -1.195 -1.096  C3 1.096
10 H 0.883 -1.403 0.623  C3 1.095
11 H 1.605 0.936 -1.167  C4 1.109

So, what does the natural (NBO) scheme give us? The charges, in e, come out as:
1 O -0.73
2 C -0.05
3 C -0.53
4 C 0.45
5 O -0.52
6 H 0.48
7 H 0.17
8 H 0.18
9 H 0.22
10 H 0.23
11 H 0.11

Q is favored, and the nearest alternative lies 2.078 eV above it.

P:
Molecular formula: C3H6O2
Method: DFT, wB97M-V/def2-TZVPD

## Properties
* LUMO energy: 0.0285 Eh
* net charge: 0
* SMILES: O=CCCO

Each atom is followed by the atoms it is bonded to, with distances in Å.
Element x y z (Å)
1 O -1.362 0.928 -0.015  C2 1.407, H6 0.968
2 C -1.015 -0.400 0.294  O1 1.407, C3 1.559, H7 1.092, H8 1.100
3 C 0.487 -0.724 0.029  C2 1.559, C4 1.511, H9 1.094, H10 1.095
4 C 1.249 0.501 -0.421  C3 1.511, O5 1.211, H11 1.107
5 O 1.386 1.480 0.279  C4 1.211
6 H -0.766 1.502 0.487  O1 0.968
7 H -1.632 -1.031 -0.350  C2 1.092
8 H -1.281 -0.653 1.331  C2 1.100
9 H 0.598 -1.522 -0.712  C3 1.094
10 H 0.960 -1.066 0.956  C3 1.095
11 H 1.683 0.477 -1.440  C4 1.107

So, what does the natural (NBO) scheme give us? The charges, in e, come out as:
1 O -0.71
2 C -0.05
3 C -0.55
4 C 0.46
5 O -0.54
6 H 0.48
7 H 0.18
8 H 0.17
9 H 0.22
10 H 0.24
11 H 0.12

Q:
Molecular formula: C3H6O2
Method: DFT, wB97M-V/def2-TZVPD

## Properties
* LUMO energy: 0.0370 Eh
* net charge: 0
* SMILES: C[C@H]1O[C@@H]1O

Each atom is followed by the atoms it is bonded to, with distances in Å.
Element x y z (Å)
1 C 0.292 -0.017 0.007  C2 1.473, C3 1.438, O4 1.420, H6 1.088
2 C 0.298 -1.360 -0.597  C1 1.473, O4 1.324, O5 1.417, H7 1.070
3 C -0.679 0.988 -0.334  C1 1.438, H8 1.065, H9 1.036, H10 1.094
4 O -0.135 -1.212 0.646  C1 1.420, C2 1.324
5 O 1.510 -2.057 -0.830  C2 1.417, H11 0.966
6 H 1.199 0.268 0.534  C1 1.088
7 H -0.383 -1.433 -1.419  C2 1.070
8 H -0.153 1.449 -1.137  C3 1.065
9 H -0.734 1.529 0.547  C3 1.036
10 H -1.573 0.452 -0.666  C3 1.094
11 H 2.058 -2.256 -0.060  O5 0.966

So, what does the natural (NBO) scheme give us? The charges, in e, come out as:
1 C 0.03
2 C 0.35
3 C -0.64
4 O -0.49
5 O -0.74
6 H 0.18
7 H 0.15
8 H 0.23
9 H 0.22
10 H 0.22
11 H 0.49

P is favored, and the nearest alternative lies 1.146 eV above it.

P:
Molecular formula: C4H9N2OS
Method: DFT, wB97M-V/def2-TZVPD

## Properties
* LUMO energy: -0.2203 Eh
* net charge: +1

Each atom is followed by the atoms it is bonded to, with distances in Å.
Element x y z (Å)
1 C -1.407 -0.507 0.142  C2 1.598, C3 1.571, H9 1.129, H10 1.064
2 C -1.057 1.021 -0.168  C1 1.598, C4 1.485, H11 1.098, H12 1.152
3 C -0.390 -1.366 -0.693  C1 1.571, N6 1.411, H13 1.090, H14 1.045
4 C 0.314 1.477 0.171  C2 1.485, S8 1.766, H15 1.127, H16 1.112
5 N 1.508 -1.640 0.576  N6 1.248, H17 1.026
6 N 0.906 -0.976 -0.293  C3 1.411, N5 1.248, S8 1.837
7 O 2.750 0.556 0.448  S8 1.507
8 S 1.677 0.662 -0.603  C4 1.766, N6 1.837, O7 1.507
9 H -0.875 -0.718 1.116  C1 1.129
10 H -2.455 -0.638 0.021  C1 1.064
11 H -1.406 1.295 -1.173  C2 1.098
12 H -1.782 1.576 0.535  C2 1.152
13 H -0.541 -2.433 -0.534  C3 1.090
14 H -0.501 -1.116 -1.702  C3 1.045
15 H 0.365 2.581 -0.050  C4 1.127
16 H 0.558 1.393 1.252  C4 1.112
17 H 2.337 -1.168 0.955  N5 1.026

So, what does the natural (NBO) scheme give us? The charges, in e, come out as:
1 C -0.37
2 C -0.44
3 C -0.27
4 C -0.68
5 N -0.12
6 N -0.13
7 O -0.87
8 S 1.41
9 H 0.21
10 H 0.27
11 H 0.24
12 H 0.27
13 H 0.27
14 H 0.23
15 H 0.29
16 H 0.28
17 H 0.40

Q:
Molecular formula: C4H9N2OS
Method: DFT, wB97M-V/def2-TZVPD

## Properties
* LUMO energy (alpha / beta): -0.1537 / -0.1537 Eh
* net charge: +1

Each atom is followed by the atoms it is bonded to, with distances in Å.
Element x y z (Å)
1 C 1.431 0.505 -0.330  C2 1.572, N5 1.306, O7 1.202
2 C -0.101 0.577 -0.678  C1 1.572, C3 1.546, N6 1.466, H9 1.027
3 C -0.478 -0.575 0.281  C2 1.546, C4 1.441, H10 1.151
4 C -1.309 -0.467 1.455  C3 1.441, H11 1.123, H12 1.098, H13 1.101
5 N 1.453 -0.330 0.674  C1 1.306, S8 1.644
6 N -0.613 0.709 -2.045  C2 1.466, H14 1.104, H15 1.041, H16 1.045
7 O 2.323 1.174 -0.779  C1 1.202
8 S 2.386 -0.475 2.020  N5 1.644, H17 1.291
9 H -0.432 1.456 -0.265  C2 1.027
10 H -0.400 -1.630 -0.173  C3 1.151
11 H -1.071 -1.261 2.213  C4 1.123
12 H -2.309 -0.805 1.153  C4 1.098
13 H -1.276 0.506 1.966  C4 1.101
14 H -0.266 0.014 -2.829  N6 1.104
15 H -0.250 1.529 -2.575  N6 1.041
16 H -1.651 0.825 -2.074  N6 1.045
17 H 2.565 -1.753 1.986  S8 1.291

So, what does the natural (NBO) scheme give us? The charges, in e, come out as:
1 C 0.64
2 C -0.21
3 C 0.05
4 C -0.70
5 N -0.63
6 N -0.69
7 O -0.55
8 S 0.35
9 H 0.23
10 H 0.24
11 H 0.27
12 H 0.26
13 H 0.25
14 H 0.47
15 H 0.46
16 H 0.46
17 H 0.11

R:
Molecular formula: C4H9N2OS
Method: DFT, wB97M-V/def2-TZVPD

## Properties
* LUMO energy (alpha / beta): -0.1553 / -0.1553 Eh
* net charge: +1

Each atom is followed by the atoms it is bonded to, with distances in Å.
Element x y z (Å)
1 C -0.359 0.546 -0.740  C3 1.545, N5 1.355, N6 1.328
2 C 1.683 0.440 0.266  N6 1.408, S8 1.740, H9 1.067
3 C -1.775 1.109 -0.995  C1 1.545, H10 1.162, H11 1.064, H12 1.029
4 C 0.256 -1.511 1.559  O7 1.382, H13 1.049, H14 1.091, H15 1.129
5 N 0.196 -0.510 -1.381  C1 1.355, S8 1.701, H16 0.939
6 N 0.492 1.165 0.070  C1 1.328, C2 1.408, H17 0.950
7 O 1.144 -0.500 1.874  C4 1.382
8 S 1.810 -0.811 -0.937  C2 1.740, N5 1.701
9 H 2.567 0.968 0.544  C2 1.067
10 H -2.288 0.140 -1.379  C3 1.162
11 H -1.724 1.810 -1.795  C3 1.064
12 H -2.051 1.480 -0.076  C3 1.029
13 H -0.197 -1.820 2.453  C4 1.049
14 H 0.762 -2.358 1.092  C4 1.091
15 H -0.599 -1.119 0.935  C4 1.129
16 H -0.186 -0.915 -2.137  N5 0.939
17 H 0.269 1.887 0.646  N6 0.950

So, what does the natural (NBO) scheme give us? The charges, in e, come out as:
1 C 0.57
2 C 0.00
3 C -0.64
4 C -0.26
5 N -0.66
6 N -0.52
7 O -0.58
8 S 0.63
9 H 0.27
10 H 0.26
11 H 0.27
12 H 0.25
13 H 0.23
14 H 0.17
15 H 0.12
16 H 0.44
17 H 0.45

R is favored, and the nearest alternative lies 0.226 eV above it.